1.
The following is a quantum chemistry calculation of one molecule with the formula C4H5NO, from the Open Molecules 2025 dataset.

The geometry in XYZ format:
```
11
Properties=species:S:1:pos:R:3:forces:R:3
C 1.781 -0.155 -0.154 0.6065 -0.1375 0.2082
C 0.390 -0.052 0.003 -0.3775 0.2177 -0.6770
C -0.756 -0.881 -0.311 -0.3135 -0.3850 0.1572
N -1.891 -0.321 0.241 0.2639 0.0562 -0.0805
C -1.488 0.746 0.826 -0.1878 0.0867 0.0357
O -0.158 1.019 0.711 0.1162 0.0199 0.2521
H 2.394 0.703 0.076 -0.0310 -0.0449 -0.0331
H 2.187 -0.973 -0.732 -0.0551 0.0532 0.0701
H 0.254 0.161 -1.156 -0.1490 0.1175 0.0432
H -0.777 -1.761 -0.937 0.0679 0.1336 0.1081
H -2.075 1.470 1.374 0.0594 -0.1174 -0.0839
```
Positions in Å, forces in eV/Å.

Computed properties:
**Total charge**: 0
**Orbital gap (alpha / beta)**: 0.2822 / 0.2607 Ha
**E_tot**: -285.2517 Ha
**Energy above the lowest of the compared OMol25 structures with the same formula, charge and spin**: 102.2 kcal per mole
**HOMO energy (alpha / beta)**: -7.3 / -6.8 eV



2.
The following is a quantum chemistry calculation of C26H41N3PPdS2 as an isolated structure in a non-equilibrium geometry, from the Open Molecules 2025 dataset.

The geometry in XYZ format:
```
74
Properties=species:S:1:pos:R:3:forces:R:3
Pd 0.229 0.370 0.534 -0.0760 0.7599 -1.2902
C 1.815 -3.805 -3.192 -0.0220 -0.1949 0.1514
S 2.336 -3.467 -1.516 0.2488 0.1857 -0.5553
C 1.661 -1.843 -1.184 -1.0128 0.2360 0.5328
S 0.079 -1.882 -0.521 0.2157 -0.1798 0.2169
N 2.368 -0.785 -1.401 1.5807 -0.3652 -0.7820
N 1.885 0.362 -0.981 -1.4669 0.0597 1.2694
C 2.235 1.513 -1.458 0.4236 -0.0197 -0.4047
C 1.558 2.685 -0.965 -0.0926 0.2808 0.0051
C 1.961 3.967 -1.326 0.1055 -0.3620 -0.1056
C 1.199 5.052 -0.915 -0.1820 0.1451 0.1117
C 0.028 4.818 -0.214 0.2093 0.0843 -0.1697
C -0.314 3.504 0.112 -0.0096 -0.1343 0.0028
N 0.442 2.469 -0.220 -0.1261 -0.2494 0.2736
H 2.203 -4.793 -3.442 0.0107 0.0005 0.0556
H 2.234 -3.044 -3.857 -0.0065 0.0866 0.0658
H 0.722 -3.807 -3.246 -0.0103 0.0757 0.0130
H 2.957 1.596 -2.270 0.0576 -0.0733 0.0765
H 2.848 4.102 -1.933 0.0010 0.0253 0.0152
H 1.506 6.059 -1.166 -0.0355 0.0057 -0.0165
H -0.625 5.629 0.076 0.0084 0.0002 0.0262
H -1.229 3.286 0.648 0.0189 0.0335 0.0422
C 0.251 3.591 5.352 0.0765 0.0257 0.1815
C -1.118 3.182 4.786 -0.0267 0.1833 -0.0036
C -0.998 2.152 3.658 -0.1123 -0.1150 0.1667
C 0.115 1.149 3.986 0.0329 0.2587 -0.7207
C 1.486 1.866 3.960 0.0330 0.1357 0.1157
C 1.366 3.354 4.342 -0.1428 0.0115 -0.0673
P 0.101 -0.262 2.795 0.0453 -1.1384 1.7753
C -1.434 -1.289 2.966 0.0212 0.3748 -0.5497
C -1.958 -1.462 4.412 -0.0368 0.0126 0.2633
C -3.276 -0.731 4.663 0.0317 0.1253 -0.0644
C -4.376 -1.166 3.690 -0.2394 -0.0238 0.1274
C -3.843 -1.504 2.290 -0.0915 -0.0779 -0.0798
C -2.532 -0.777 2.006 -0.0752 -0.0387 0.0972
C 1.516 -1.405 3.121 0.0630 0.3713 -0.5321
C 2.823 -0.934 2.458 -0.0474 -0.1299 0.0769
C 3.815 -2.102 2.393 0.1850 0.0757 0.0910
C 3.729 -3.000 3.640 -0.1539 -0.3291 -0.0186
C 3.167 -2.263 4.850 0.2044 0.2123 -0.0640
C 1.749 -1.708 4.610 -0.1082 -0.1899 0.1913
H 0.470 3.042 6.272 -0.0145 -0.0815 -0.0598
H 0.234 4.639 5.647 -0.0017 -0.0058 -0.0165
H -1.648 4.056 4.402 0.0198 -0.0098 -0.0116
H -1.747 2.786 5.586 0.0011 -0.0783 -0.0407
H -0.749 2.642 2.712 0.0067 0.0263 0.0133
H -1.959 1.655 3.529 0.0089 0.0204 -0.0765
H -0.079 0.719 4.973 -0.0024 -0.1637 -0.0594
H 1.925 1.795 2.958 0.0818 -0.0285 0.0411
H 2.168 1.379 4.658 0.0260 -0.0979 -0.0973
H 1.166 3.951 3.446 0.0435 0.0032 -0.0014
H 2.318 3.697 4.744 0.0266 0.0095 -0.0618
H -1.109 -2.268 2.594 0.0589 0.0242 -0.0163
H -1.214 -1.150 5.148 0.0078 -0.1026 0.0240
H -2.126 -2.528 4.579 0.1158 -0.0212 -0.0240
H -3.121 0.350 4.598 0.0027 -0.0073 -0.0103
H -3.596 -0.916 5.688 0.0510 -0.0099 0.0122
H -5.131 -0.380 3.635 0.0792 0.0457 -0.0821
H -4.911 -2.031 4.085 0.1126 -0.0429 0.0117
H -4.589 -1.250 1.536 0.0419 0.0121 -0.0218
H -3.675 -2.581 2.194 0.0509 0.0136 0.0223
H -2.693 0.299 2.128 0.0456 -0.0018 -0.0447
H -2.228 -0.952 0.964 -0.0166 0.0615 -0.0166
H 1.211 -2.328 2.608 -0.0640 0.0159 0.0179
H 3.253 -0.123 3.046 -0.0282 0.0391 -0.0547
H 2.635 -0.545 1.450 0.0800 0.0752 0.0553
H 4.824 -1.698 2.299 -0.0241 0.0105 -0.0467
H 3.643 -2.702 1.492 -0.0501 -0.0035 0.0034
H 4.714 -3.397 3.879 0.0016 0.0191 -0.0044
H 3.109 -3.878 3.433 -0.0367 0.0592 -0.0074
H 3.846 -1.446 5.108 -0.0452 0.0045 0.0206
H 3.148 -2.928 5.712 -0.0011 0.0267 0.0286
H 1.612 -0.811 5.216 -0.0192 -0.0115 0.0041
H 1.012 -2.439 4.950 -0.0576 0.0549 -0.0204
```
Positions in Å, forces in eV/Å.

Computed properties:
**Spin multiplicity**: 5
**Total charge**: +3
**Orbital gap (alpha / beta)**: 0.2508 / 0.1514 Ha
**E_tot**: -2444.0662 Ha
**HOMO energy (alpha / beta)**: -17.5 / -17.8 eV



3.
The following is a quantum chemistry calculation of C4H9NO3 as an isolated structure in a non-equilibrium geometry, from the Open Molecules 2025 dataset.

The geometry in XYZ format:
```
17
Properties=species:S:1:pos:R:3:forces:R:3
C -1.726 0.404 1.310 3.3478 4.9524 -2.3342
C -1.450 0.281 -0.319 -2.4120 -3.1633 3.2735
C -2.367 -0.937 -0.707 0.5298 -1.8464 0.0004
C 0.824 0.565 -0.296 2.7395 -0.6776 0.6759
H -0.907 1.215 1.737 -2.2948 -1.7886 -0.9424
H -1.456 -0.484 1.762 0.3862 -2.1283 0.4758
H -2.708 0.692 1.547 -1.1676 0.5400 0.2685
H -1.607 1.012 -1.124 0.5058 0.5502 1.1541
H -3.618 -0.965 0.365 3.2334 0.0270 -3.6829
H -2.477 -0.790 -2.070 -0.4588 -1.2268 4.4738
H -1.595 -2.053 -0.321 -2.9056 3.4586 -1.5651
H 2.620 0.644 0.072 0.6828 -1.2591 0.0648
H 2.782 -1.947 -0.001 -2.8876 2.8040 2.3309
N 2.057 -0.175 -0.233 -0.1484 5.6214 -2.0022
O -0.143 -0.302 -0.282 -1.0407 0.8915 -1.3206
O 0.877 1.783 -0.303 -0.9999 -1.2052 -0.4784
O 2.126 -1.228 0.552 2.8901 -5.5498 -0.3918
```
Positions in Å, forces in eV/Å.

Computed properties:
**Total charge**: 0
**Orbital gap**: 0.3673 Ha
**E_tot**: -438.0171 Ha
**Energy above the lowest of the compared OMol25 structures with the same formula, charge and spin**: 195.7 kcal per mole
**HOMO energy**: -9.6 eV



> Look up the total charge of the second one.

+3